Entry 1:
131
Properties=species:S:1:pos:R:3:forces:R:3 method="wB97M-V/def2-TZVPD" total_charge=+1 homo_lumo_gap_ev=7.7
C 5.9343 -1.8719 5.0865 -0.067 -2.858 -0.100
C 5.9826 -3.3029 4.9879 -1.002 2.433 0.379
C 4.6667 -4.0493 4.4447 -0.265 -1.569 -1.639
O 4.5985 -4.3460 3.2358 0.694 1.329 3.996
O 3.5595 -4.3836 5.2804 1.324 2.094 -0.771
C 2.4672 -3.4606 4.8964 -0.567 0.019 -0.007
C 1.7163 -2.9085 6.1963 0.772 -0.757 -0.021
C 0.5825 -1.8202 5.8942 -0.640 -0.568 -0.018
C 0.7627 -1.0344 4.5169 0.028 0.959 0.467
C -0.4252 0.0419 4.2426 1.705 0.054 0.042
C 0.0234 0.9413 2.9709 0.306 0.859 2.282
N 0.4002 0.1022 1.7962 -1.758 0.644 0.906
C 1.8718 -0.0534 1.5182 1.224 -0.674 -0.509
C 2.3261 0.8865 0.3045 -0.113 -0.420 0.408
C 2.9263 2.3013 0.7321 -1.487 0.352 -0.656
F 2.9831 2.5332 2.1227 0.165 -0.554 -2.570
F 2.0342 3.2958 0.2017 1.972 -1.685 1.123
C 4.3485 2.5084 0.0228 -0.783 2.838 0.285
F 4.7328 3.8593 0.2882 -0.759 -2.961 -0.755
F 4.1267 2.4102 -1.3671 0.758 -0.264 2.709
C 5.5185 1.5655 0.5762 1.886 0.560 1.064
F 6.5288 2.4208 1.1057 -2.211 -2.049 -1.299
F 5.1375 0.7224 1.6412 0.151 1.596 -2.251
C 6.2345 0.6530 -0.5213 2.604 -1.989 -0.343
F 5.4373 -0.4503 -0.9335 1.491 3.096 0.662
F 6.7622 1.3659 -1.6073 -1.937 -1.686 2.525
F 7.3578 0.0667 0.1254 -2.674 1.356 -1.414
C -0.5727 -0.4444 1.0998 0.847 -3.013 -2.509
N -0.0882 -1.3077 0.0020 -0.179 -0.778 0.104
C 0.1818 -2.7420 0.3395 0.203 -1.382 0.814
C -1.0771 -3.5778 0.8675 -0.139 -0.940 0.192
C -0.5447 -5.1032 1.1000 -0.667 1.296 -0.270
C -0.1010 -5.3873 2.6022 2.133 -2.429 -0.715
O 0.8225 -6.1912 2.7990 -3.021 3.095 -0.001
O -0.7987 -4.7305 3.6521 0.340 -1.324 -1.630
C -1.0606 -1.3656 -1.1297 -0.734 2.905 0.588
C -2.3382 -0.7038 -0.3622 -1.369 -1.611 -1.376
S -2.6396 0.7937 -1.4164 0.036 0.381 0.198
N -1.9945 -0.5205 1.1125 2.159 1.969 -2.976
P -3.0804 0.5522 1.9813 -1.894 1.056 2.775
N -4.7205 0.1543 1.4105 2.779 0.741 -0.453
O -2.8853 2.2192 1.5584 -1.492 -2.216 -0.802
H 5.0541 -1.3806 5.6227 0.745 -0.521 -1.880
H 6.7621 -1.2433 4.6291 -0.638 -0.837 1.762
H 6.9210 -3.8878 5.2620 -1.169 0.700 -1.725
H 2.9788 -2.6304 4.2887 -1.244 -1.005 0.816
H 1.7501 -4.0803 4.2611 0.910 1.066 0.639
H 1.2746 -3.8314 6.7254 0.548 1.498 -0.785
H 2.5243 -2.5110 6.9070 -1.173 -0.352 -1.058
H 0.5372 -1.1092 6.7964 0.101 -0.801 -1.547
H -0.4442 -2.3441 5.8770 1.543 0.706 -0.063
H 0.8818 -1.7118 3.6055 -0.244 0.577 1.373
H 1.7400 -0.4261 4.6101 -1.338 -0.860 -0.254
H -1.4423 -0.4481 4.1137 1.311 0.732 0.215
H -0.3829 0.7541 5.1449 -0.568 -1.030 -1.370
H 0.9740 1.4897 3.3222 -1.431 -0.873 -0.797
H -0.7242 1.7809 2.7350 0.906 -1.513 -0.076
H 2.1525 -1.1253 1.2228 -0.826 1.597 0.495
H 2.4466 0.1385 2.4957 -1.130 -0.033 -1.592
H 1.4094 1.0529 -0.3702 1.624 -0.098 0.927
H 3.1224 0.3050 -0.2861 -1.250 0.942 0.815
H 0.5373 -3.2499 -0.6237 -0.364 0.906 1.348
H 1.0218 -2.8956 1.1074 -1.129 0.516 -1.009
H -1.9345 -3.6773 0.1172 1.291 0.515 0.789
H -1.5394 -3.1423 1.8260 0.905 -0.616 -1.388
H -1.3660 -5.8293 0.7634 1.176 0.899 0.805
H 0.3178 -5.2328 0.3525 -1.032 -0.244 1.572
H -1.7423 -4.9683 3.5177 0.553 0.440 0.176
H -1.2124 -2.3614 -1.6477 0.125 1.184 1.168
H -0.7412 -0.5902 -1.9220 -0.349 -1.376 1.039
H -3.2485 -1.3795 -0.4605 1.213 0.905 0.493
H -3.6478 1.5879 -0.8961 0.606 -1.029 0.002
H -4.8217 0.3524 0.4062 -0.529 -0.482 0.501
H -4.9648 -0.8137 1.6528 -0.021 0.586 -0.197
H -3.7561 2.5083 1.1816 1.003 0.002 0.342
C -10.0318 2.6419 0.0058 0.022 -0.271 -0.266
C -9.8912 2.0184 1.3804 -0.234 0.901 -0.063
O -9.8211 0.5859 1.2801 0.860 -1.073 -0.033
C -8.6130 0.0780 0.9836 -0.682 1.897 0.292
O -7.6240 0.7401 0.8005 -0.126 -0.894 -0.075
C -8.6670 -1.4470 0.9579 -0.425 -1.881 -0.175
F -9.7443 -1.9144 0.3011 0.368 0.554 0.166
F -8.7212 -1.9664 2.2011 0.125 0.575 -0.210
F -7.5893 -1.9932 0.3605 -0.078 0.634 0.175
H -10.8879 2.2151 -0.5232 -0.009 0.071 0.144
H -10.1663 3.7198 0.0829 -0.075 -0.192 0.025
H -9.1489 2.4464 -0.6075 0.009 0.108 0.100
H -10.7744 2.2499 1.9795 0.048 -0.388 -0.038
H -9.0269 2.4139 1.9168 -0.010 -0.347 -0.130
C 3.9860 2.1222 -4.7752 -0.160 0.305 -0.115
C 3.1364 0.8828 -4.9773 0.545 0.433 0.343
O 1.7849 1.2434 -5.3112 -0.828 0.167 -0.610
C 1.5564 1.5440 -6.6058 1.658 -0.541 0.555
O 2.3972 1.5296 -7.4631 -0.924 0.174 0.202
C 0.0786 1.8569 -6.8253 -1.779 0.620 -0.492
F -0.4257 2.6653 -5.8697 0.492 -0.259 -0.071
F -0.6763 0.7380 -6.8170 0.574 0.052 0.116
F -0.1525 2.4661 -7.9989 0.588 -0.335 0.450
H 3.5317 2.7821 -4.0310 0.076 -0.117 0.037
H 4.9901 1.8510 -4.4423 -0.071 -0.030 -0.016
H 4.0718 2.6970 -5.6999 0.063 -0.143 0.019
H 3.0891 0.3152 -4.0454 -0.349 0.095 -0.110
H 3.5572 0.2311 -5.7267 -0.416 0.623 -0.071
C 8.2289 -3.5143 -7.8496 -0.276 0.051 -0.247
C 7.8289 -3.2455 -6.4124 0.771 -0.437 -0.160
O 6.6902 -2.3702 -6.3578 -1.181 0.146 0.156
C 5.4884 -2.9551 -6.5256 1.729 -0.991 0.037
O 5.3260 -4.1303 -6.7150 -0.540 0.844 0.108
C 4.3723 -1.9221 -6.3951 -1.320 0.926 -0.266
F 4.6426 -0.7858 -7.0679 0.391 -0.652 0.076
F 4.1636 -1.5685 -5.0990 0.662 -1.021 -0.300
F 3.1944 -2.3665 -6.8625 0.725 -0.192 0.236
H 8.3965 -2.5753 -8.3834 0.106 -0.055 0.128
H 9.1411 -4.1123 -7.8903 -0.062 0.056 0.057
H 7.4406 -4.0486 -8.3843 0.087 -0.063 0.107
H 8.6428 -2.7339 -5.8945 -0.318 0.202 0.007
H 7.6335 -4.1730 -5.8682 -0.236 0.138 -0.109
C -3.9607 7.3794 0.4653 -0.250 0.157 -0.197
C -4.3269 6.0468 1.0877 0.755 0.251 -0.037
O -5.7345 5.9866 1.3667 -0.970 -0.420 -0.320
C -6.5286 5.6577 0.3285 1.827 0.112 -0.100
O -6.1309 5.4228 -0.7815 -0.765 -0.019 0.536
C -7.9861 5.5835 0.7768 -1.936 0.332 0.488
F -8.3406 6.6191 1.5605 0.555 -0.271 -0.285
F -8.2343 4.4616 1.4907 0.655 0.333 -0.223
F -8.8478 5.5809 -0.2534 0.843 0.019 0.085
H -4.2976 8.2039 1.0986 0.124 -0.122 0.053
H -2.8805 7.4571 0.3279 -0.072 -0.041 0.043
H -4.4431 7.5060 -0.5062 0.111 -0.097 0.030
H -3.8124 5.9349 2.0446 -0.365 -0.022 0.044
H -4.0186 5.2089 0.4560 -0.255 0.090 -0.068

Entry 2:
103
Properties=species:S:1:pos:R:3:forces:R:3 method="wB97M-V/def2-TZVPD" multiplicity=6 total_charge=+2 homo_lumo_gap_ev="7.1 / 7.0"
Mn 0.3555 -0.1134 -0.1936 0.256 0.019 -0.155
C -3.2423 -2.1577 -0.7348 -0.016 0.000 -0.010
C -2.3044 -1.6714 0.3513 0.077 0.033 -0.038
C -1.2113 -2.4715 0.7570 -0.094 -0.037 -0.011
C -0.8489 -3.7291 -0.0063 0.004 -0.017 0.009
C -0.6536 -2.2635 2.0340 -0.040 -0.041 0.071
C 0.2047 -3.3266 2.6688 -0.028 -0.015 0.008
C -1.0949 -1.2000 2.8331 0.022 0.001 -0.023
C -0.6995 -1.1559 4.2874 0.006 -0.021 0.022
C -2.0325 -0.2870 2.3360 0.002 0.007 -0.029
C -2.4541 0.8876 3.1842 -0.004 0.012 0.003
C -2.6760 -0.5527 1.1180 0.006 0.024 0.034
C -3.8849 0.2728 0.7441 0.009 0.013 -0.019
H -2.9256 -3.1015 -1.1694 -0.005 0.005 0.005
H -3.3963 -1.4434 -1.5432 0.005 -0.015 -0.002
H -4.2240 -2.3421 -0.2944 0.003 0.007 0.005
H -0.9559 -3.6311 -1.0818 -0.027 -0.042 0.050
H -1.4854 -4.5636 0.2991 0.020 -0.003 0.035
H 0.1786 -4.0328 0.1688 0.024 0.008 -0.004
H 0.8018 -3.8935 1.9620 0.020 0.016 -0.031
H 0.8712 -2.9199 3.4193 -0.031 -0.004 0.001
H -0.4413 -4.0442 3.1840 0.001 -0.024 -0.027
H 0.3654 -1.3183 4.4420 0.009 0.023 0.003
H -1.2214 -1.9515 4.8270 0.013 -0.019 -0.022
H -0.9661 -0.2201 4.7655 -0.018 -0.005 0.003
H -3.0846 1.5854 2.6442 0.010 0.004 -0.012
H -1.5869 1.4503 3.5354 -0.017 -0.005 0.009
H -3.0089 0.5585 4.0656 -0.011 0.000 -0.004
H -4.3425 -0.0459 -0.1868 -0.004 -0.009 0.001
H -3.6347 1.3306 0.6451 0.014 -0.003 -0.012
H -4.6484 0.2004 1.5210 0.002 0.002 -0.001
N 3.7496 1.8299 -2.6964 -0.063 -0.046 -0.015
C 3.4357 1.4408 -1.4560 0.022 0.044 -0.068
N 2.3973 0.6294 -1.5067 -0.162 0.042 -0.071
C 2.1272 0.5579 -2.8358 -0.063 -0.092 -0.028
N 2.9185 1.2758 -3.5974 0.069 0.027 0.080
C 1.0679 -0.3207 -3.3371 0.173 0.076 0.033
C 0.9224 -0.5763 -4.6961 -0.016 -0.031 -0.037
N -0.0083 -1.3990 -5.1584 -0.013 0.005 0.050
C -0.7946 -1.9717 -4.2545 0.030 0.004 -0.005
C -0.6583 -1.7168 -2.8973 -0.022 -0.021 -0.024
N 0.2758 -0.8932 -2.4228 -0.102 0.031 0.112
H 4.4961 2.4359 -3.0020 -0.002 -0.002 -0.004
H 3.9595 1.7689 -0.5742 -0.010 0.007 0.034
H 1.5840 -0.1024 -5.4106 -0.001 0.002 -0.001
H -1.5578 -2.6522 -4.6112 0.003 0.005 -0.011
H -1.3220 -2.1740 -2.1841 -0.012 0.054 -0.009
C -1.2576 2.1865 -4.0373 0.023 0.030 0.060
N -1.3971 1.8342 -2.6288 -0.007 -0.050 -0.047
C -2.5202 0.9661 -2.3250 -0.001 0.014 -0.001
C -0.6771 2.4250 -1.6506 0.072 -0.073 0.068
N -0.4421 1.7825 -0.4936 -0.092 0.217 0.072
C -0.4232 2.6646 0.6396 0.013 -0.043 -0.013
C -1.4935 3.5077 0.8091 -0.010 0.024 0.022
C -1.4358 4.6088 1.6836 -0.002 -0.019 -0.016
C -0.2573 4.9069 2.2999 0.015 0.003 0.014
C 0.8646 4.0514 2.1619 0.022 0.020 0.018
C 2.1305 4.4633 2.6594 -0.043 0.004 -0.007
C 3.2315 3.6944 2.4407 0.009 -0.028 -0.018
C 3.0748 2.3986 1.9017 0.045 0.029 0.018
C 1.8448 1.9070 1.5345 -0.071 -0.018 -0.045
N 1.6727 0.4978 1.3742 -0.055 -0.006 -0.010
C 2.3451 -0.2293 2.2820 -0.029 -0.050 -0.006
N 2.8558 -1.4369 1.9542 0.023 0.057 0.018
C 3.1899 -1.8028 0.5867 0.001 -0.025 -0.048
C 3.3121 -2.4135 2.9404 0.053 0.066 -0.001
N 2.5086 0.1769 3.5723 -0.029 -0.057 0.003
C 3.8182 0.1729 4.2179 -0.016 -0.050 0.012
C 1.5603 1.0810 4.2090 0.016 0.045 -0.019
C 0.7419 2.8270 1.4535 0.010 -0.007 0.001
N -0.1880 3.6564 -1.9296 -0.025 -0.004 0.005
C -1.0351 4.6967 -2.5062 0.014 -0.027 -0.042
C 1.0413 4.1603 -1.3424 -0.024 0.018 0.022
H -1.3175 1.2719 -4.6271 0.012 -0.022 -0.015
H -0.2943 2.6596 -4.2100 0.003 0.007 -0.003
H -2.0510 2.8542 -4.3775 -0.007 0.005 -0.007
H -3.4635 1.5118 -2.4221 -0.003 -0.003 0.002
H -2.4262 0.5862 -1.3151 -0.011 0.001 0.032
H -2.5398 0.1359 -3.0290 -0.002 -0.017 -0.007
H -2.3739 3.3597 0.1925 0.003 0.005 0.001
H -2.2984 5.2511 1.7998 -0.003 0.000 -0.002
H -0.1504 5.8090 2.8885 -0.004 0.000 0.000
H 2.2042 5.4186 3.1624 0.009 -0.001 0.002
H 4.2128 4.0325 2.7463 0.002 -0.003 0.000
H 3.9314 1.7320 1.8973 -0.006 0.002 -0.019
H 2.6506 -1.2036 -0.1379 0.023 0.022 0.045
H 4.2581 -1.6633 0.3947 0.011 -0.042 0.041
H 2.9556 -2.8559 0.4337 -0.026 -0.008 -0.017
H 2.8652 -2.2163 3.9089 0.007 0.009 0.011
H 4.3987 -2.4027 3.0414 0.010 0.012 -0.009
H 3.0161 -3.4063 2.6079 0.002 0.001 0.009
H 4.5720 -0.2649 3.5710 0.007 -0.024 -0.017
H 3.7991 -0.3709 5.1632 -0.005 -0.002 0.000
H 4.1070 1.2078 4.4198 0.002 0.001 0.003
H 0.6208 1.0848 3.6659 0.009 -0.021 0.000
H 1.9521 2.0988 4.2553 -0.013 0.005 0.001
H 1.3771 0.7299 5.2251 0.023 0.008 0.005
H -2.0306 4.3142 -2.7082 -0.014 -0.016 -0.003
H -0.6079 5.0951 -3.4273 -0.001 0.000 -0.004
H -1.1271 5.5082 -1.7806 0.009 0.007 -0.007
H 1.6395 3.3384 -0.9617 0.020 -0.022 -0.007
H 0.8388 4.8578 -0.5262 0.006 -0.003 0.005
H 1.6003 4.6852 -2.1194 -0.006 0.009 0.005